1.
DFT (the ωB97M-V functional and the def2-TZVPD basis) results for 2 unconnected molecules or ions with the total composition C2H7N3O.

The geometry in ORCA input format:
```
! RIJCOSX wB97M-V def2-TZVPD def2/J DEFGRID3
* xyz 0 1
N -0.38 0.42 1.14
C -0.23 1.15 0.01
N -0.72 2.44 0.06
O 0.38 0.73 -0.97
H -0.09 -0.55 1.16
H -0.94 0.75 1.91
H -0.78 2.86 -0.85
H -1.54 2.60 0.63
C 0.52 -2.48 -0.77
N 0.68 -2.47 0.49
H 0.03 -3.34 -1.22
H 0.81 -1.64 -1.39
H 1.40 -1.79 0.73
*
```

Properties
- HOMO-LUMO gap (eV) = 10.7823
- energy relative to the best compared isomer or geometry (same formula, charge and spin) (kJ/mol) = 89.9
- HOMO level (eV) = -10.0
- E_LUMO (eV) = 0.8
- SMILES = NC(N)=O.C=N

---

2.
DFT (the ωB97M-V functional and the def2-TZVPD basis) results for a molecular structure, C19H43CoO2P3S.

The geometry in ORCA input format:
```
! RIJCOSX wB97M-V def2-TZVPD def2/J DEFGRID3
* xyz 3 5
Co -0.41 1.67 -0.65
P -0.11 2.81 1.03
P -2.08 2.05 -1.74
P 1.12 1.25 -1.94
H 3.24 -7.50 1.51
C 4.17 -6.93 1.40
C 4.74 -6.33 2.45
H 4.31 -6.40 3.46
C -0.97 2.39 2.57
C -0.51 4.58 0.83
C 1.61 2.69 1.60
C -2.66 0.82 -2.95
C -3.58 2.28 -0.73
C -2.04 3.60 -2.72
C 2.62 0.48 -1.25
C 1.72 2.87 -2.57
C 0.90 0.35 -3.51
H 4.63 -6.90 0.41
H 5.69 -5.78 2.36
H -0.61 1.41 2.88
H -2.05 2.33 2.37
H -0.77 3.14 3.35
H -1.59 4.70 0.69
H 0.01 4.98 -0.06
H -0.19 5.13 1.72
H 1.78 1.66 1.92
H 1.75 3.38 2.45
H 2.30 2.95 0.79
H -3.47 1.27 -3.54
H -3.03 -0.04 -2.39
H -1.84 0.50 -3.60
H -4.33 2.79 -1.35
H -3.35 2.87 0.16
H -3.93 1.29 -0.42
H -2.40 3.39 -3.74
H -1.02 4.01 -2.78
H -2.70 4.33 -2.24
H 3.49 0.84 -1.80
H 2.53 -0.61 -1.35
H 2.71 0.72 -0.18
H 2.79 2.77 -2.83
H 1.61 3.65 -1.80
H 1.16 3.16 -3.47
H 1.89 0.23 -3.98
H 0.23 0.89 -4.19
H 0.48 -0.64 -3.29
C 1.18 -1.75 1.10
C 0.66 -2.63 0.06
C 1.34 -3.76 -0.34
C 2.55 -4.10 0.28
C 3.06 -3.33 1.33
C 2.39 -2.20 1.75
O 0.64 -0.63 1.36
H -0.40 0.26 -1.17
H -0.28 -2.32 -0.41
H 0.93 -4.37 -1.15
H 3.08 -5.01 -0.02
H 4.00 -3.61 1.81
H 2.78 -1.58 2.57
C -3.92 -0.93 3.26
S -2.62 -1.08 2.00
C -3.45 -2.22 0.87
O -2.54 0.22 1.25
H -3.40 -0.88 4.23
H -4.57 -1.82 3.24
H -4.49 -0.01 3.05
H -4.30 -1.72 0.39
H -2.71 -2.56 0.13
H -3.77 -3.05 1.50
*
```

Properties
- HOMO-LUMO gap (spin up / spin down) (eV) = 5.2578 / 2.2496
- energy relative to the best compared isomer or geometry (same formula, charge and spin) (kJ/mol) = 340.1
- HOMO level (spin up / spin down) (eV) = -15.5 / -15.5
- expectation value of S² = 6.08
- E_LUMO (spin up / spin down) (eV) = -10.2 / -13.2

---

3.
DFT (the ωB97M-V functional and the def2-TZVPD basis) results for a molecular structure, AgCl5O24PbS.

The geometry in ORCA input format:
```
! RIJCOSX wB97M-V def2-TZVPD def2/J DEFGRID3
* xyz -3 2
Pb 2.49 -3.25 1.06
Ag -0.26 0.08 0.39
Cl 0.11 -2.41 -2.13
O -0.07 -1.58 -3.37
O 0.68 -1.75 -1.13
O -1.25 -2.69 -1.82
O 0.64 -3.71 -2.41
Cl -1.21 -3.01 2.25
O -0.19 -3.47 1.44
O -1.25 -1.57 2.41
O -2.34 -3.36 1.45
O -1.30 -3.81 3.43
Cl 1.47 2.06 -2.97
O 2.37 1.41 -3.85
O 0.24 1.90 -3.60
O 1.33 1.59 -1.74
O 1.82 3.43 -2.99
Cl -3.46 0.73 -1.08
O -2.01 0.29 -1.18
O -4.08 0.34 0.15
O -3.13 2.04 -0.71
O -4.40 0.52 -2.15
Cl 0.40 3.75 1.31
O -0.08 4.67 0.27
O 1.66 3.16 1.11
O 0.52 4.34 2.57
O -0.48 2.61 1.38
S 2.37 -0.42 2.33
O 1.44 -0.64 1.26
O 3.15 0.80 2.36
O 1.63 -0.50 3.60
O 3.22 -1.55 2.38
*
```

Properties
- HOMO-LUMO gap (spin up / spin down) (eV) = 4.4988 / 3.2180
- HOMO level (spin up / spin down) (eV) = -0.6 / -0.6
- expectation value of S² = 0.76
- E_LUMO (spin up / spin down) (eV) = 3.9 / 2.6

---

4.
DFT (the ωB97M-V functional and the def2-TZVPD basis) results for 7 unconnected molecules or ions with the total composition C48H87BrCl2NO20PSi.

The geometry in ORCA input format:
```
! RIJCOSX wB97M-V def2-TZVPD def2/J DEFGRID3
* xyz 0 1
C -3.78 -2.45 -1.93
C -3.22 -2.75 -0.42
C -1.57 -2.50 -0.26
C -0.77 -3.88 -0.79
O 0.31 -3.70 -1.66
C 1.66 -3.44 -1.29
Si 2.20 -3.70 0.53
C 1.18 -2.56 1.77
C 1.73 -5.54 1.04
C 4.01 -3.47 1.02
O 1.85 -2.08 -1.91
C 2.91 -1.87 -2.97
C 2.88 -0.48 -3.87
C 4.22 0.41 -4.01
C 5.43 -0.27 -4.94
O 5.16 -0.85 -6.11
O 6.83 -0.12 -4.41
C 4.20 -1.63 -2.04
Cl 5.94 -2.34 -2.20
C 4.18 -0.65 -0.87
C 2.90 0.29 -0.45
Cl 5.71 -0.30 0.18
C 2.52 -3.27 -3.80
C 3.46 -3.80 -5.01
C 5.02 -4.08 -4.84
C 5.46 -5.14 -6.05
O 5.65 -6.44 -5.70
O 5.58 -4.68 -7.45
C 1.09 -3.27 -4.66
C 0.20 -1.96 -4.87
C -0.70 -1.39 -3.64
Br -1.23 -2.58 -6.21
C 2.44 -4.34 -2.49
N 3.72 -4.71 -1.85
C 4.11 -5.99 -1.85
O 4.37 -7.29 -1.63
P 1.54 -6.03 -2.75
O 2.04 -6.82 -4.07
H -4.96 -2.55 -1.90
H -3.36 -3.32 -2.64
H -3.41 -1.38 -2.24
H -3.36 -3.92 -0.21
H -3.84 -2.22 0.44
H -1.43 -2.32 0.90
H -1.30 -1.55 -0.89
H -1.63 -4.40 -1.45
H -0.72 -4.58 0.14
H 1.87 -2.20 2.66
H 0.21 -3.13 2.16
H 0.87 -1.56 1.19
H 0.92 -6.00 0.34
H 1.40 -5.52 2.17
H 2.74 -6.15 0.96
H 4.36 -4.40 1.69
H 4.80 -3.39 0.17
H 4.11 -2.54 1.76
H 2.75 -0.90 -4.98
H 1.92 0.14 -3.61
H 4.67 0.91 -3.06
H 3.89 1.35 -4.69
H 6.77 0.53 -3.62
H 3.27 1.41 -0.51
H 2.63 0.08 0.69
H 1.92 0.09 -1.05
H 3.01 -4.83 -5.42
H 3.31 -3.03 -5.91
H 5.41 -4.58 -3.86
H 5.73 -3.14 -5.02
H 4.65 -4.82 -7.84
H 1.24 -3.68 -5.78
H 0.29 -4.05 -4.23
H 0.66 -1.05 -5.43
H -1.54 -0.70 -4.13
H -1.28 -2.29 -3.16
H -0.14 -0.70 -2.87
H 1.53 -6.87 -1.57
H 0.10 -5.86 -3.05
C -4.35 3.06 2.54
C -5.45 2.83 1.53
O -5.06 1.83 0.57
C -5.15 0.49 0.77
C -5.45 -0.02 2.15
O -4.92 -0.29 -0.15
H -4.13 2.16 3.12
H -4.63 3.86 3.24
H -3.42 3.35 2.04
H -6.41 2.57 1.99
H -5.62 3.75 0.96
H -4.51 -0.31 2.63
H -6.10 -0.89 2.06
H -5.97 0.70 2.78
C -7.10 4.71 6.54
C -8.20 4.47 5.53
O -7.82 3.47 4.57
C -7.90 2.14 4.77
C -8.20 1.63 6.15
O -7.67 1.36 3.86
H -6.88 3.81 7.12
H -7.39 5.50 7.24
H -6.17 5.00 6.04
H -9.16 4.22 5.99
H -8.37 5.40 4.96
H -7.26 1.34 6.64
H -8.85 0.75 6.07
H -8.73 2.34 6.78
C -0.06 1.42 -10.10
C -1.45 1.67 -9.54
O -1.62 1.00 -8.28
C -1.20 1.47 -7.08
C -0.28 2.65 -7.06
O -1.50 0.89 -6.05
H 0.72 1.80 -9.44
H 0.05 1.90 -11.08
H 0.11 0.34 -10.21
H -1.68 2.74 -9.44
H -2.19 1.25 -10.22
H 0.75 2.31 -6.94
H -0.55 3.28 -6.20
H -0.35 3.29 -7.93
C 8.33 -0.04 5.63
C 8.05 -1.52 5.53
O 6.64 -1.76 5.37
C 5.97 -1.69 4.19
C 6.66 -1.10 3.00
O 4.80 -2.04 4.12
H 8.03 0.50 4.73
H 9.40 0.14 5.80
H 7.77 0.40 6.46
H 8.62 -2.01 4.73
H 8.34 -2.01 6.46
H 6.36 -0.05 2.89
H 6.36 -1.66 2.11
H 7.75 -1.15 3.04
C 1.10 5.67 -1.07
C 0.00 5.44 -2.09
O 0.39 4.44 -3.05
C 0.30 3.10 -2.84
C 0.00 2.59 -1.46
O 0.53 2.32 -3.76
H 1.32 4.77 -0.50
H 0.82 6.47 -0.37
H 2.03 5.96 -1.57
H -0.96 5.18 -1.62
H -0.16 6.36 -2.65
H 0.94 2.30 -0.98
H -0.65 1.72 -1.55
H -0.52 3.31 -0.83
C -3.11 6.21 10.24
C -4.52 6.77 10.14
O -5.39 5.84 9.47
C -5.99 4.78 10.07
C -5.56 4.39 11.46
O -6.82 4.11 9.47
H -3.07 5.29 10.82
H -2.44 6.94 10.70
H -2.72 5.97 9.24
H -4.93 7.06 11.11
H -4.50 7.67 9.52
H -4.85 3.56 11.39
H -6.45 4.07 12.02
H -5.12 5.21 12.03
*
```

Properties
- HOMO-LUMO gap (eV) = 8.9943
- HOMO level (eV) = -9.0
- E_LUMO (eV) = 0.0
- SMILES = CCCCO[C@]1([Si](C)(C)C)O[C@@](CCC(=O)O)(/C(Cl)=C(\C)Cl)[C@](CCC(=O)O)(C[C@H](C)Br)[C@]1(N=C=O)[PH2]=O.CCOC(C)=O.CCOC(C)=O.CCOC(C)=O.CCOC(C)=O.CCOC(C)=O.CCOC(C)=O

---

5.
DFT (the ωB97M-V functional and the def2-TZVPD basis) results for a molecular structure, C5H14NS.

The geometry in ORCA input format:
```
! RIJCOSX wB97M-V def2-TZVPD def2/J DEFGRID3
* xyz 1 1
C -0.32 1.86 -0.04
C -2.56 -1.42 -0.29
C 2.09 0.24 -1.09
C 1.28 -0.80 1.35
C -0.85 0.23 -0.52
N -1.86 -0.24 0.20
S 0.89 -0.93 -0.41
H -1.11 2.44 -0.50
H -0.49 1.85 1.04
H -3.47 -1.56 0.29
H -2.84 -1.27 -1.33
H -1.94 -2.31 -0.21
H 3.00 -0.30 -1.33
H 2.29 1.02 -0.36
H 1.67 0.68 -1.99
H 2.32 -1.09 1.49
H 0.64 -1.49 1.90
H 1.13 0.22 1.69
H 0.75 2.76 -0.12
H -0.99 0.18 -1.60
H -1.86 -0.11 1.20
*
```

Properties
- HOMO-LUMO gap (eV) = 10.6273
- energy relative to the best compared isomer or geometry (same formula, charge and spin) (kJ/mol) = 282.0
- HOMO level (eV) = -13.4
- E_LUMO (eV) = -2.8

---

6.
DFT (the ωB97M-V functional and the def2-TZVPD basis) results for 3 unconnected molecules or ions with the total composition C39H78ClFINO7P.

The geometry in ORCA input format:
```
! RIJCOSX wB97M-V def2-TZVPD def2/J DEFGRID3
* xyz -1 1
C -5.41 -0.45 6.11
C -6.10 0.11 4.87
C -6.68 -0.96 3.96
C -5.63 -1.85 3.28
C -4.76 -1.05 2.30
C -4.26 -1.84 1.08
C -4.20 -0.99 -0.19
C -3.19 -1.51 -1.22
C -3.31 -0.82 -2.57
C -2.31 -1.36 -3.61
C -0.99 -0.59 -3.65
C -0.29 -0.60 -5.00
C 1.08 0.13 -4.95
C 0.97 1.59 -5.39
P 2.15 2.86 -4.62
C 0.93 4.23 -5.28
C 1.23 5.68 -5.19
O 1.45 6.37 -4.26
Cl 1.04 6.53 -6.84
C 1.13 2.67 -2.91
O 1.25 1.74 -2.17
N 0.16 3.73 -2.44
C 0.57 4.81 -1.74
O 1.51 4.94 -1.01
F -0.35 5.81 -1.86
C 3.26 3.09 -6.23
I 3.90 1.21 -7.16
C 4.55 3.90 -6.07
C 4.40 5.41 -6.04
O 3.09 4.01 -3.75
C 3.94 3.45 -2.80
C 4.23 2.00 -3.23
O 4.30 1.14 -2.10
C 5.50 0.45 -1.95
C 6.58 1.33 -1.31
O 7.81 0.64 -1.23
C 8.07 0.09 0.05
C 8.45 1.15 1.09
O 3.21 1.62 -4.07
H -6.10 -1.06 6.70
H -5.04 0.35 6.76
H -4.56 -1.08 5.86
H -5.40 0.73 4.32
H -6.91 0.77 5.22
H -7.39 -1.58 4.53
H -7.25 -0.45 3.17
H -5.03 -2.29 4.08
H -6.14 -2.67 2.77
H -5.36 -0.20 1.94
H -3.92 -0.62 2.84
H -3.28 -2.26 1.31
H -4.95 -2.69 0.96
H -5.20 -0.95 -0.64
H -3.93 0.03 0.10
H -3.34 -2.59 -1.32
H -2.19 -1.37 -0.79
H -3.15 0.25 -2.41
H -4.33 -0.98 -2.93
H -2.77 -1.41 -4.60
H -2.07 -2.38 -3.30
H -1.13 0.45 -3.33
H -0.30 -1.03 -2.93
H -0.14 -1.63 -5.33
H -0.93 -0.13 -5.75
H 1.78 -0.41 -5.59
H 1.46 0.05 -3.94
H 1.11 1.63 -6.48
H -0.06 1.92 -5.23
H 0.76 3.99 -6.32
H -0.04 4.14 -4.80
H -0.69 3.85 -2.96
H 2.68 3.52 -7.05
H 5.12 3.57 -5.20
H 5.19 3.68 -6.93
H 5.40 5.85 -6.10
H 3.85 5.77 -6.91
H 3.95 5.77 -5.12
H 4.87 4.01 -2.73
H 3.50 3.42 -1.79
H 5.20 1.95 -3.74
H 5.87 0.04 -2.89
H 5.30 -0.40 -1.28
H 6.72 2.22 -1.92
H 6.22 1.65 -0.33
H 7.19 -0.48 0.39
H 8.88 -0.63 -0.07
H 9.26 0.80 1.73
H 7.59 1.41 1.71
H 8.76 2.05 0.57
C 5.45 0.34 3.98
C 6.46 -0.16 5.01
C 5.92 -0.18 6.44
C 5.51 1.19 6.99
C 6.61 2.24 6.98
C 7.81 1.87 7.84
H 5.15 1.37 4.17
H 5.88 0.31 2.98
H 4.55 -0.28 3.98
H 7.37 0.46 4.96
H 6.77 -1.17 4.74
H 6.67 -0.63 7.10
H 5.05 -0.85 6.48
H 5.15 1.06 8.01
H 4.65 1.57 6.42
H 6.19 3.18 7.34
H 6.94 2.43 5.96
H 7.51 1.71 8.88
H 8.56 2.66 7.83
H 8.30 0.96 7.49
C -10.30 -7.55 2.52
C -9.33 -7.50 1.34
C -7.94 -6.99 1.72
C -7.91 -5.56 2.27
C -8.48 -4.50 1.33
C -7.70 -4.37 0.03
H -10.47 -6.56 2.94
H -11.27 -7.95 2.21
H -9.91 -8.20 3.31
H -9.75 -6.88 0.55
H -9.22 -8.50 0.92
H -7.28 -7.06 0.85
H -7.51 -7.65 2.48
H -6.87 -5.30 2.50
H -8.44 -5.52 3.22
H -8.45 -3.53 1.85
H -9.54 -4.70 1.13
H -6.66 -4.13 0.25
H -8.11 -3.58 -0.60
H -7.73 -5.29 -0.56
*
```

Properties
- HOMO-LUMO gap (eV) = 7.5330
- HOMO level (eV) = -5.5
- E_LUMO (eV) = 2.0

---

7.
DFT (the ωB97M-V functional and the def2-TZVPD basis) results for a single C5H6O3 molecule.

The geometry in ORCA input format:
```
! RIJCOSX wB97M-V def2-TZVPD def2/J DEFGRID3
* xyz 0 1
C 1.39 0.27 -1.28
C 1.06 0.46 -0.01
C 0.16 -0.92 0.86
O -0.28 -1.86 0.04
C -0.79 0.20 1.19
O -0.86 0.79 2.24
C -1.49 0.64 -0.07
O -1.77 -0.16 -0.97
H 2.22 0.79 -1.74
H 0.86 -0.44 -1.90
H 1.55 1.15 0.66
H 0.79 -1.26 1.69
H -0.96 -1.34 -0.65
H -1.86 1.68 -0.07
*
```

Properties
- HOMO-LUMO gap (eV) = 8.4489
- energy relative to the best compared isomer or geometry (same formula, charge and spin) (kJ/mol) = 307.4
- HOMO level (eV) = -9.4
- E_LUMO (eV) = -0.9
- SMILES = C=C[C@H](O)C(=O)C=O

---

Q: Which energy values were calculated for the entries above? A: -8705.3448 -100792.4908 -131789.0740 -205864.8917 -17728.3576 -90162.6607 -11421.2257, in eV.